[1]
{"formula": "C75H80FN10O5S", "method": "wB97M-V/def2-TZVPD", "gap_ev": 6.20, "e_above_lowest_kcal_mol": 98.5, "total_charge": -1, "elements": ["C", "C", "C", "C", "C", "C", "C", "C", "C", "C", "C", "O", "O", "N", "C", "C", "C", "O", "N", "C", "C", "C", "C", "C", "C", "C", "C", "C", "O", "C", "C", "C", "C", "C", "C", "C", "C", "C", "C", "O", "F", "C", "C", "S", "H", "H", "H", "H", "H", "H", "H", "H", "H", "H", "H", "H", "H", "H", "H", "H", "H", "H", "H", "H", "H", "H", "H", "H", "H", "H", "H", "H", "H", "H", "H", "H", "H", "H", "H", "H", "H", "H", "H", "H", "N", "C", "C", "C", "C", "C", "H", "H", "H", "H", "H", "N", "C", "C", "C", "C", "C", "H", "H", "H", "H", "H", "N", "C", "C", "C", "C", "C", "H", "H", "H", "H", "H", "N", "C", "C", "C", "C", "C", "H", "H", "H", "H", "H", "N", "C", "C", "C", "C", "C", "H", "H", "H", "H", "H", "N", "C", "C", "C", "C", "C", "H", "H", "H", "H", "H", "N", "C", "C", "C", "C", "C", "H", "H", "H", "H", "H", "N", "C", "C", "C", "C", "C", "H", "H", "H", "H", "H"], "positions_angstrom": [[-2.324, -2.762, -3.971], [-3.148, -3.157, -2.659], [-4.675, -3.132, -3.037], [-5.673, -3.190, -1.809], [-5.146, -2.509, -0.513], [-5.111, -3.332, 0.712], [-4.588, -2.709, 1.933], [-4.148, -1.322, 1.902], [-4.160, -0.483, 0.699], [-4.699, -1.103, -0.535], [-4.772, -0.219, -1.838], [-3.718, 0.210, -2.329], [-5.972, 0.020, -2.273], [-3.701, 0.911, 0.649], [-4.849, 1.704, 1.188], [-4.527, 3.218, 1.509], [-4.807, 3.449, 3.028], [-5.968, 3.461, 3.382], [-3.784, 3.605, 4.056], [-3.078, 4.844, 3.912], [-1.696, 4.937, 4.379], [-1.022, 6.237, 4.229], [-1.645, 7.419, 3.653], [-3.049, 7.324, 3.202], [-3.724, 6.044, 3.341], [-2.475, 1.093, 1.400], [-1.417, 1.891, 0.804], [-0.125, 2.187, 1.475], [0.866, 2.950, 0.873], [1.171, 2.494, -0.464], [2.066, 1.179, -0.499], [3.146, 1.138, 0.642], [1.129, -0.093, -0.590], [1.874, -1.490, -0.577], [1.932, -2.082, 0.909], [3.269, -1.514, -1.317], [0.083, 1.634, 2.831], [1.366, 1.882, 3.693], [1.925, 3.334, 3.614], [1.286, 4.296, 3.382], [3.307, 3.499, 3.830], [-0.955, 0.782, 3.459], [-2.196, 0.528, 2.743], [-3.531, -0.518, 3.438], [-2.426, -3.518, -4.791], [-1.241, -2.719, -3.662], [-2.637, -1.726, -4.275], [-2.847, -2.406, -1.886], [-2.804, -4.163, -2.271], [-4.892, -4.052, -3.662], [-4.851, -2.253, -3.717], [-5.943, -4.270, -1.610], [-6.648, -2.698, -2.101], [-5.456, -4.398, 0.733], [-4.535, -3.322, 2.861], [-5.692, 1.617, 0.443], [-5.226, 1.202, 2.124], [-3.532, 3.579, 1.152], [-5.297, 3.830, 0.954], [-3.163, 2.794, 4.114], [-1.171, 4.058, 4.824], [0.049, 6.338, 4.546], [-1.087, 8.383, 3.566], [-3.526, 8.242, 2.794], [-4.790, 5.993, 3.002], [-1.542, 2.356, -0.209], [0.274, 2.421, -1.137], [1.817, 3.297, -0.927], [2.624, 1.231, -1.478], [3.504, 0.117, 0.915], [2.859, 1.668, 1.583], [4.054, 1.688, 0.245], [0.318, -0.136, 0.181], [0.606, -0.026, -1.593], [1.206, -2.206, -1.144], [1.993, -1.203, 1.600], [2.742, -2.840, 1.050], [0.928, -2.565, 1.098], [4.098, -1.286, -0.582], [3.459, -2.574, -1.644], [3.345, -0.793, -2.177], [2.150, 1.131, 3.416], [1.086, 1.713, 4.774], [-0.795, 0.354, 4.473], [-9.867, 4.002, 6.930], [-9.282, 4.777, 7.849], [-8.062, 5.407, 7.664], [-7.404, 5.223, 6.457], [-7.988, 4.423, 5.488], [-9.213, 3.841, 5.772], [-9.832, 4.888, 8.778], [-7.637, 6.026, 8.445], [-6.447, 5.697, 6.274], [-7.502, 4.257, 4.534], [-9.712, 3.209, 5.044], [1.093, 4.520, -3.327], [0.207, 5.446, -2.941], [-0.735, 6.012, -3.785], [-0.761, 5.598, -5.109], [0.147, 4.641, -5.532], [1.046, 4.136, -4.608], [0.268, 5.738, -1.897], [-1.430, 6.755, -3.417], [-1.483, 6.016, -5.801], [0.157, 4.292, -6.556], [1.774, 3.382, -4.892], [-6.593, -6.619, 2.296], [-6.015, -7.740, 1.853], [-5.453, -8.699, 2.682], [-5.486, -8.482, 4.050], [-6.077, -7.326, 4.534], [-6.614, -6.433, 3.620], [-6.011, -7.863, 0.775], [-5.001, -9.590, 2.267], [-5.056, -9.207, 4.732], [-6.121, -7.122, 5.596], [-7.090, -5.515, 3.950], [4.584, -3.660, -3.439], [5.601, -2.925, -3.900], [6.837, -3.449, -4.246], [7.034, -4.813, -4.103], [5.996, -5.596, -3.624], [4.797, -4.973, -3.310], [5.399, -1.863, -3.992], [7.624, -2.805, -4.618], [7.987, -5.261, -4.361], [6.112, -6.664, -3.498], [3.954, -5.544, -2.935], [4.098, -0.844, 4.037], [5.119, -0.111, 3.581], [6.356, -0.637, 3.241], [6.548, -2.002, 3.387], [5.506, -2.783, 3.860], [4.307, -2.158, 4.168], [4.919, 0.952, 3.487], [7.146, 0.004, 2.873], [7.500, -2.454, 3.134], [5.621, -3.852, 3.987], [3.461, -2.727, 4.538], [0.202, 1.955, -7.452], [1.269, 1.151, -7.397], [1.200, -0.230, -7.494], [-0.047, -0.814, -7.653], [-1.168, -0.002, -7.711], [-0.990, 1.368, -7.607], [2.222, 1.655, -7.267], [2.098, -0.832, -7.444], [-0.143, -1.891, -7.731], [-2.157, -0.422, -7.833], [-1.837, 2.045, -7.650], [4.338, 2.967, -6.030], [4.911, 3.752, -5.106], [6.127, 4.392, -5.287], [6.794, 4.208, -6.487], [6.224, 3.400, -7.457], [5.002, 2.808, -7.180], [4.353, 3.865, -4.182], [6.542, 5.017, -4.507], [7.748, 4.690, -6.665], [6.716, 3.233, -8.406], [4.515, 2.170, -7.911], [8.240, -5.049, 3.300], [8.555, -6.154, 3.985], [9.135, -7.276, 3.416], [9.404, -7.258, 2.057], [9.085, -6.126, 1.324], [8.510, -5.055, 1.990], [8.323, -6.122, 5.045], [9.371, -8.142, 4.022], [9.856, -8.116, 1.574], [9.279, -6.075, 0.261], [8.247, -4.146, 1.459]]}



[2]
{"formula": "C6H16N2O2", "method": "wB97M-V/def2-TZVPD", "gap_ev": 10.16, "e_above_lowest_kcal_mol": 50.4, "elements": ["C", "C", "C", "C", "N", "O", "H", "H", "H", "H", "H", "H", "H", "H", "H", "H", "H", "C", "C", "N", "O", "H", "H", "H", "H", "H"], "positions_angstrom": [[-1.788, 0.445, -0.586], [1.487, 1.270, -0.114], [-2.294, 1.300, 0.531], [-1.381, 1.117, -1.855], [-1.802, -0.839, -0.570], [0.686, 0.376, 0.613], [-2.054, -1.260, 0.318], [-0.569, -1.380, -0.860], [1.649, 0.918, -1.139], [0.986, 2.241, -0.126], [2.461, 1.423, 0.367], [-2.837, 0.719, 1.270], [-2.933, 2.098, 0.148], [-1.441, 1.761, 1.025], [-0.802, 0.435, -2.473], [-2.281, 1.431, -2.391], [-0.797, 2.010, -1.649], [2.520, -1.364, 0.620], [1.021, -1.158, 0.397], [0.172, -1.722, 1.442], [0.635, -1.555, -0.810], [0.369, -1.278, 2.328], [0.358, -2.715, 1.520], [3.081, -0.932, -0.205], [2.835, -0.909, 1.558], [2.720, -2.435, 0.641]]}



[3]
{"formula": "C5H7NO", "method": "wB97M-V/def2-TZVPD", "gap_ev": 10.21, "e_above_lowest_kcal_mol": 39.3, "elements": ["C", "C", "C", "C", "N", "C", "O", "H", "H", "H", "H", "H", "H", "H"], "positions_angstrom": [[0.896, -1.646, -0.122], [0.213, -0.302, -0.202], [-1.255, -0.102, 0.073], [-1.436, 1.212, 0.237], [-0.187, 1.944, 0.177], [0.751, 0.881, 0.583], [1.706, 1.006, 1.285], [0.305, -2.413, -0.633], [1.072, -1.971, 0.908], [1.865, -1.572, -0.623], [0.373, 0.187, -1.215], [-2.013, -0.875, 0.037], [-2.359, 1.769, 0.339], [0.068, 1.883, -0.843]]}



[4]
{"formula": "C6H4N2O3", "method": "wB97M-V/def2-TZVPD", "gap_ev": [7.06, 6.60], "e_above_lowest_kcal_mol": 156.9, "elements": ["C", "C", "C", "C", "C", "C", "N", "N", "O", "O", "O", "H", "H", "H", "H"], "positions_angstrom": [[-0.247, -1.901, 0.552], [-0.677, 1.163, 0.412], [0.671, 1.125, 0.413], [-1.677, 0.512, -0.377], [1.487, 0.457, -0.668], [-1.311, -1.832, -0.337], [0.601, -1.926, 1.334], [2.641, 0.207, -0.085], [3.508, 0.828, 0.478], [0.968, -0.003, -1.666], [-1.886, -0.721, -0.710], [-1.103, 1.944, 1.038], [1.230, 1.729, 1.113], [-2.496, 1.144, -0.708], [-1.710, -2.727, -0.788]]}



| no. | calculated total energy (a.u.) |
| --- | --- |
| 1 | -4327.626258 |
| 2 | -498.172507 |
| 3 | -324.661864 |
| 4 | -565.999689 |